[1]
The following is a quantum chemistry calculation of a single C6H15PSi molecule at a distorted geometry, from the Open Molecules 2025 dataset.

The value obtained for the HOMO energy is -8.969 eV. The HOMO-LUMO gap is 0.3636 Eh. For the energy above the lowest of the compared OMol25 structures with the same formula, charge and spin, the calculation gives 0.0 kJ/mol. Its total energy is -23630.4411 eV.

Structure (XYZ):
```
23
C6H15PSi, DFT ωB97M-V/def2-TZVPD
C -0.79 -2.91 -2.59
C 0.20 -2.48 -1.91
C -0.29 2.00 -0.48
C -1.19 1.55 2.48
C 1.82 0.88 1.45
C 0.24 -1.10 -1.32
Si 0.00 0.92 0.97
P -0.72 -1.15 0.41
H -0.85 -3.87 -3.10
H -1.65 -2.18 -2.70
H 1.06 -3.14 -1.63
H 0.18 3.08 -0.25
H 0.11 1.46 -1.39
H -1.41 2.14 -0.58
H -1.95 0.84 2.73
H -0.61 1.71 3.30
H -1.81 2.48 2.31
H 2.15 -0.05 0.99
H 2.19 1.76 0.98
H 2.10 1.03 2.50
H 1.24 -0.69 -1.34
H -0.37 -0.48 -2.03
H 0.33 -1.78 1.22
```

***

[2]
The following is a quantum chemistry calculation of a molecular structure, C21H16NO6PTi at a distorted geometry, from the Open Molecules 2025 dataset.

The value obtained for the HOMO energy (spin up / spin down) is -10.545 / -12.340 eV. The HOMO-LUMO gap (spin up / spin down) is 0.2195 / 0.2779 Eh. The charge is +1. For the energy above the lowest of the compared OMol25 structures with the same formula, charge and spin, the calculation gives 78.8 kJ/mol. Its total energy is -68212.8471 eV. The multiplicity is 2.

Structure (XYZ):
```
46
C21H16NO6PTi, DFT ωB97M-V/def2-TZVPD
Ti -1.44 -0.40 -0.91
O -1.83 -4.11 0.68
C -1.95 -2.84 0.36
O -1.31 -2.31 -0.59
C -2.80 -1.96 1.12
C -3.55 -2.17 2.28
C -4.17 -1.09 2.86
C -4.03 0.20 2.31
C -3.29 0.34 1.16
N -2.71 -0.73 0.58
C -2.88 1.61 0.45
O -3.13 2.71 0.83
O -2.12 1.28 -0.61
H -1.24 -4.55 0.05
H -3.63 -3.17 2.70
H -4.76 -1.22 3.75
H -4.46 1.07 2.78
O -1.60 1.37 -4.07
C -1.01 0.71 -3.28
O -1.53 -0.40 -2.68
C 0.43 1.04 -2.81
P 1.01 -0.09 -1.47
C 2.82 -0.15 -1.50
C 3.58 0.99 -1.24
C 4.96 0.90 -1.27
C 5.58 -0.31 -1.55
C 4.82 -1.44 -1.80
C 3.43 -1.36 -1.78
C 0.59 0.74 0.13
C 0.51 2.11 0.36
C 0.14 2.59 1.60
C -0.16 1.71 2.64
C -0.07 0.34 2.44
C 0.30 -0.15 1.18
H 0.46 2.10 -2.56
H 1.09 0.91 -3.67
H 3.11 1.94 -1.02
H 5.56 1.78 -1.08
H 6.66 -0.37 -1.56
H 5.30 -2.38 -2.02
H 2.84 -2.24 -1.99
H 0.70 2.82 -0.44
H 0.07 3.66 1.76
H -0.45 2.09 3.60
H -0.27 -0.34 3.25
H 0.46 -1.21 1.05
```

***

> energy above the lowest of the compared OMol25 structures with the same formula, charge and spin of number 1 (C6H15PSi)?

0.0 kJ/mol

***

> Among the records above, which one has the lowest energy above the lowest of the compared OMol25 structures with the same formula, charge and spin?

C6H15PSi